Computed, not measured: a 2-piece molecular cluster, C3H6O2 overall, with the ωB97M-V functional and the def2-TZVPD basis.

Properties
- relative energy (zero: lowest compared OMol25 entry of this formula, charge and spin) (kcal per mole) = 108.5
- DFT total energy (eV) = -7298.97440
- gap between HOMO and LUMO (eV) = 8.918

Each atom is followed by the atoms it is bonded to, with distances in Å.
Cartesian coordinates (Å):
1 O 0.80 -1.96 -0.89  C2 1.352, H6 0.960
2 C 0.56 -0.66 -0.62  O1 1.352, H7 1.093, H8 1.069
3 C -1.09 0.71 -0.07  C4 1.424, H9 1.081, H10 1.095
4 C -0.35 1.04 1.10  C3 1.424, O5 1.231, H11 1.116
5 O 0.60 1.81 0.98  C4 1.231
6 H 1.32 -2.60 -0.39  O1 0.960
7 H 0.46 -0.10 -1.56  C2 1.093
8 H 1.00 -0.53 0.34  C2 1.069
9 H -2.11 0.46 0.19  C3 1.081
10 H -1.00 1.34 -0.96  C3 1.095
11 H -0.37 0.54 2.10  C4 1.116

=====

Computed, not measured: one molecule with the formula C3H6O2, with the ωB97M-V functional and the def2-TZVPD basis.

Properties
- relative energy (zero: lowest compared OMol25 entry of this formula, charge and spin) (kcal per mole) = 88.6
- DFT total energy (eV) = -7299.83659
- SMILES string = C=C(C)OO
- gap between HOMO and LUMO (eV) = 9.716

Each atom is followed by the atoms it is bonded to, with distances in Å.
Cartesian coordinates (Å):
1 C 0.80 -0.55 -0.91  C2 1.329, H6 1.080, H7 1.081
2 C -0.03 -0.04 -0.01  C1 1.329, C3 1.502, O4 1.372
3 C -1.52 -0.22 -0.01  C2 1.502, H8 1.094, H9 1.093, H10 1.096
4 O 0.38 0.79 1.01  C2 1.372, O5 1.433
5 O 1.81 0.82 0.99  O4 1.433, H11 0.967
6 H 1.84 -0.26 -0.94  C1 1.080
7 H 0.42 -1.26 -1.64  C1 1.081
8 H -1.94 -0.39 0.99  C3 1.094
9 H -1.77 -1.07 -0.65  C3 1.093
10 H -2.00 0.67 -0.43  C3 1.096
11 H 1.96 1.53 1.63  O5 0.967

=====

no.,LUMO (hartree)
1,0.0100
2,0.0335